Entry 1:
C36H83N5O6 | wB97M-V/def2-TZVPD

Atoms and positions in Å:
C (6.617, -4.245, -1.619)
C (6.783, -2.896, -1.024)
C (6.540, -1.776, -2.132)
C (6.337, -0.405, -1.613)
C (5.169, -0.403, -0.747)
C (5.352, -1.298, 0.530)
N (5.771, -2.654, 0.055)
O (5.887, -3.611, 1.080)
C (6.472, -0.677, 1.447)
C (3.958, -1.373, 1.181)
C (8.311, -2.736, -0.598)
H (5.645, -4.279, -2.109)
H (6.532, -5.030, -0.867)
H (7.315, -4.394, -2.442)
H (7.393, -1.870, -2.804)
H (5.713, -2.054, -2.785)
H (6.232, 0.295, -2.442)
H (7.207, -0.124, -1.020)
H (4.235, -0.625, -1.262)
H (4.713, 0.565, -0.537)
H (6.477, 0.413, 1.418)
H (6.332, -0.867, 2.511)
H (7.510, -1.000, 1.361)
H (4.099, -2.030, 2.039)
H (3.729, -0.436, 1.688)
H (3.134, -1.706, 0.550)
H (8.614, -3.322, 0.269)
H (8.696, -1.751, -0.336)
H (9.061, -2.960, -1.357)
H (6.756, -3.440, 1.450)
C (-1.106, -2.000, -5.668)
C (0.428, -1.870, -5.644)
C (0.931, -1.369, -7.074)
C (2.308, -0.807, -7.248)
C (2.371, 0.415, -6.213)
C (2.045, 0.015, -4.714)
N (0.783, -0.800, -4.711)
O (0.335, -0.957, -3.464)
C (3.243, -0.765, -4.192)
C (1.927, 1.382, -4.039)
C (0.963, -3.304, -5.185)
H (-1.284, -2.767, -6.422)
H (-1.562, -1.011, -5.724)
H (-1.460, -2.565, -4.806)
H (0.949, -2.272, -7.685)
H (0.208, -0.708, -7.551)
H (2.461, -0.410, -8.252)
H (2.984, -1.626, -7.001)
H (1.609, 1.107, -6.573)
H (3.351, 0.861, -6.384)
H (3.058, -1.103, -3.173)
H (3.579, -1.682, -4.674)
H (4.108, -0.102, -4.150)
H (1.650, 1.217, -2.998)
H (2.913, 1.829, -3.916)
H (1.310, 2.143, -4.516)
H (0.641, -3.466, -4.156)
H (2.043, -3.433, -5.106)
H (0.309, -3.922, -5.799)
H (-0.493, -0.474, -3.406)
C (-9.142, 4.307, 4.176)
C (-7.881, 4.234, 3.396)
C (-7.714, 5.707, 2.815)
C (-6.424, 5.712, 2.052)
C (-5.187, 5.520, 2.993)
C (-5.366, 4.090, 3.689)
N (-6.679, 3.958, 4.272)
O (-6.861, 2.777, 4.873)
C (-4.936, 2.991, 2.671)
C (-4.356, 4.127, 4.970)
C (-8.148, 3.258, 2.236)
H (-8.973, 4.865, 5.097)
H (-9.610, 3.381, 4.511)
H (-10.013, 4.759, 3.702)
H (-8.438, 6.118, 2.112)
H (-7.623, 6.383, 3.665)
H (-6.349, 6.668, 1.533)
H (-6.440, 4.978, 1.246)
H (-5.190, 6.400, 3.637)
H (-4.337, 5.551, 2.312)
H (-5.205, 1.951, 2.854)
H (-5.202, 3.062, 1.616)
H (-3.847, 3.012, 2.649)
H (-4.304, 3.249, 5.614)
H (-3.381, 4.501, 4.658)
H (-4.654, 4.914, 5.663)
H (-8.406, 2.244, 2.543)
H (-7.370, 3.208, 1.474)
H (-9.155, 3.402, 1.843)
H (-6.890, 2.944, 5.818)
C (-3.317, -0.128, 1.506)
O (-4.608, -0.684, 1.395)
H (-2.538, -0.757, 1.075)
H (-3.192, 0.829, 0.999)
H (-3.136, 0.009, 2.572)
H (-4.928, -0.800, 0.497)
C (-0.605, -6.491, 1.173)
C (-0.613, -5.067, 1.846)
C (0.359, -4.056, 1.164)
O (0.045, -2.642, 1.372)
C (0.126, -2.084, 2.709)
N (-1.943, -4.593, 1.728)
H (-0.977, -6.564, 0.151)
H (-1.032, -7.271, 1.805)
H (0.430, -6.817, 1.068)
H (-0.604, -5.157, 2.932)
H (0.367, -4.176, 0.080)
H (1.367, -4.126, 1.572)
H (1.155, -1.883, 3.005)
H (-0.341, -2.740, 3.444)
H (-0.240, -1.062, 2.809)
H (-2.110, -3.739, 2.241)
H (-1.962, -4.357, 0.746)
C (1.648, 2.223, 0.749)
C (0.311, 1.510, 1.034)
C (-0.625, 2.077, 2.132)
O (-0.169, 1.673, 3.455)
C (-1.198, 1.893, 4.372)
N (-0.281, 1.385, -0.271)
H (2.405, 1.618, 0.250)
H (2.133, 2.430, 1.703)
H (1.626, 3.189, 0.245)
H (0.589, 0.498, 1.327)
H (-1.679, 1.848, 1.979)
H (-0.611, 3.167, 2.125)
H (-2.079, 1.274, 4.203)
H (-1.467, 2.947, 4.307)
H (-0.897, 1.853, 5.418)
H (0.461, 0.967, -0.815)
H (-0.982, 0.659, -0.237)

Summary:
Molar mass: 682.1 g mol⁻¹
Charge: +1
Spin multiplicity: 2
DFT total energy: -58396.5864 eV
Kohn-Sham gap (spin up / spin down): 6.88 / 2.94 eV

Results of the Mulliken charge analysis, in e, for atoms 1 through 4: number 1, C, carries -1.942; number 2, C, carries 1.590; number 3, C, carries -0.954; number 4, C, carries -0.794

Entry 2:
C16H33IO8 | wB97M-V/def2-TZVPD

Atoms and positions in Å:
O (5.621, -2.734, -3.163)
C (4.488, -2.832, -3.507)
O (3.778, -3.985, -3.366)
C (2.384, -3.740, -3.678)
C (2.241, -2.234, -3.504)
C (3.557, -1.807, -4.134)
I (4.124, 0.193, -3.878)
H (2.209, -4.052, -4.709)
H (1.779, -4.340, -3.006)
H (2.293, -2.015, -2.435)
H (1.345, -1.779, -3.916)
H (3.529, -2.024, -5.205)
C (-2.497, 1.125, -0.507)
O (-1.449, 1.948, -0.967)
C (-0.202, 1.287, -0.908)
C (0.852, 2.048, -1.679)
O (0.776, 1.872, -3.083)
C (-0.213, 2.616, -3.774)
C (0.163, 4.062, -4.007)
O (-0.037, 4.827, -2.836)
C (0.549, 6.103, -2.929)
H (-2.321, 0.799, 0.525)
H (-3.416, 1.707, -0.551)
H (-2.607, 0.235, -1.139)
H (-0.291, 0.274, -1.325)
H (0.122, 1.193, 0.139)
H (1.825, 1.638, -1.396)
H (0.828, 3.107, -1.409)
H (-1.181, 2.555, -3.270)
H (-0.298, 2.138, -4.752)
H (-0.455, 4.462, -4.824)
H (1.215, 4.113, -4.319)
H (1.635, 6.034, -3.066)
H (0.340, 6.628, -1.999)
H (0.131, 6.678, -3.763)
C (-3.264, 0.290, 6.174)
O (-2.683, -0.703, 5.362)
C (-3.331, -0.818, 4.112)
C (-2.510, -1.653, 3.156)
O (-1.420, -0.955, 2.576)
C (-0.264, -0.791, 3.382)
C (0.605, -2.025, 3.467)
O (0.064, -2.958, 4.380)
C (0.694, -4.214, 4.292)
H (-4.319, 0.075, 6.381)
H (-2.716, 0.305, 7.114)
H (-3.197, 1.278, 5.703)
H (-3.491, 0.177, 3.675)
H (-4.314, -1.295, 4.243)
H (-3.156, -1.920, 2.316)
H (-2.177, -2.571, 3.645)
H (-0.526, -0.445, 4.385)
H (0.320, -0.012, 2.887)
H (1.613, -1.727, 3.790)
H (0.688, -2.476, 2.469)
H (0.567, -4.655, 3.296)
H (0.232, -4.864, 5.032)
H (1.767, -4.141, 4.505)

Summary:
Molar mass: 480.3 g mol⁻¹
Charge: 0
SMILES: O=C1OCC[C@H]1I.COCCOCCOC.COCCOCCOC
Spin multiplicity: 1
DFT total energy: -41604.4908 eV
Kohn-Sham gap: 9.74 eV

Results of the Mulliken charge analysis, in e, for atoms 1 through 4: number 1, O, carries -0.528; number 2, C, carries 0.560; number 3, O, carries -0.343; number 4, C, carries -0.510

Entry 3:
C3H3N5 | wB97M-V/def2-TZVPD

Atoms and positions in Å:
H (2.380, 0.858, 0.525)
N (2.108, -0.139, 0.629)
C (0.968, -0.126, 0.119)
C (0.264, -1.270, -0.326)
N (-0.956, -1.508, -0.171)
N (-1.814, -0.756, 0.596)
N (-1.858, 0.497, 0.502)
C (-0.940, 1.266, -0.209)
N (0.308, 1.107, -0.216)
H (0.876, -2.021, -0.749)
H (-1.338, 2.092, -0.700)

Summary:
Molar mass: 109.1 g mol⁻¹
Energy above the lowest of the compared OMol25 structures with the same formula, charge and spin: 291.59 kJ/mol
Charge: 0
SMILES: [H]/N=c1/cnnncn1
Spin multiplicity: 1
DFT total energy: -10605.8451 eV
Kohn-Sham gap: 8.94 eV

Results of the Mulliken charge analysis, in e, for atoms 1 through 4: number 1, H, carries 0.313; number 2, N, carries -0.625; number 3, C, carries 0.418; number 4, C, carries 0.070

Entry 4:
C4H7NO2 | wB97M-V/def2-TZVPD

Atoms and positions in Å:
C (-0.103, -1.055, -2.172)
C (1.234, 0.212, -0.642)
N (0.098, -0.451, -0.862)
O (1.378, 0.680, 0.614)
C (0.466, 0.384, 1.669)
C (-0.754, 1.281, 1.617)
O (-1.868, 0.901, 1.888)
H (0.879, -1.302, -2.575)
H (-0.694, -1.969, -2.075)
H (-0.607, -0.371, -2.862)
H (-0.663, -0.566, -0.196)
H (0.162, -0.670, 1.688)
H (1.017, 0.597, 2.591)
H (-0.544, 2.328, 1.317)

Summary:
Molar mass: 101.1 g mol⁻¹
Energy above the lowest of the compared OMol25 structures with the same formula, charge and spin: 316.08 kJ/mol
Charge: 0
Spin multiplicity: 1
DFT total energy: -9844.0037 eV
Kohn-Sham gap: 9.50 eV

Results of the Mulliken charge analysis, in e, for atoms 1 through 4: number 1, C, carries -0.841; number 2, C, carries -0.414; number 3, N, carries 0.082; number 4, O, carries -0.170